Molecular formula: C3H8IN3
Method: DFT, ωB97M-V/def2-TZVPD

Results
2S+1 = 1
E_LUMO (alpha / beta) = -0.154 / -0.152 eV
energy relative to the best compared isomer or geometry (same formula, charge and spin) = 156.52 kJ/mol
SMILES = [H]/N=N\I.C/C=N/C
total charge = 0

XYZ file:
```
15
Properties=species:S:1:pos:R:3:forces:R:3
H -2.556 -0.213 -2.525 -0.4 -0.4 1.2
N -2.046 -0.981 -2.044 0.6 0.2 -3.2
N -1.797 -1.252 -0.946 -0.5 -1.3 0.2
I -3.117 -0.461 0.591 -1.2 0.7 1.2
C 0.455 -1.609 1.097 -0.5 -1.6 0.6
C 0.368 -0.168 0.705 0.0 -0.4 -0.9
N -0.181 0.169 -0.398 2.6 0.5 1.8
C -0.261 1.562 -0.854 0.3 -2.3 0.0
H 0.899 -1.947 2.127 -0.8 1.3 -1.9
H 0.970 -2.196 0.308 -0.4 0.3 0.4
H -0.627 -1.873 1.087 0.8 -0.6 0.2
H 0.743 0.455 1.480 0.4 1.5 0.3
H -1.303 1.696 -0.851 -1.5 1.1 0.1
H 0.298 2.285 -0.298 0.3 0.5 0.4
H 0.033 1.502 -1.889 0.4 0.5 -0.4
```
Positions in Å, forces in eV/Å.

Results of the Löwdin charge analysis, in e, for atoms 1 through 5: number 1, H, carries 0.100; number 2, N, carries -0.050; number 3, N, carries -0.414; number 4, I, carries 0.516; number 5, C, carries -0.109

Molecular formula: C4H9F2O2P
Method: DFT, ωB97M-V/def2-TZVPD

Results
2S+1 = 1
E_LUMO = 0.798 eV
energy relative to the best compared isomer or geometry (same formula, charge and spin) = 0.00 kJ/mol
SMILES = CCO[P@](C)(=O)C(F)F
total charge = 0

XYZ file:
```
18
Properties=species:S:1:pos:R:3:forces:R:3
C 1.147 -1.265 1.573 -1.2 3.0 0.8
C -0.009 -1.454 0.658 -0.3 -2.0 -0.2
O -0.885 -0.397 0.845 -1.3 2.1 0.2
P -0.953 0.979 0.039 1.4 -1.5 -1.8
C 0.698 1.707 -0.187 -1.0 1.7 -2.7
O -2.021 1.819 0.517 -1.2 1.0 0.4
C -1.191 0.236 -1.853 3.0 -1.7 5.6
F 0.080 -0.189 -2.274 -1.2 0.7 -0.6
F -1.893 -0.882 -1.618 -0.6 -0.4 -0.7
H 0.728 -1.072 2.577 0.3 -0.8 -0.1
H 1.887 -1.992 1.536 1.3 -1.2 0.0
H 1.513 -0.248 1.351 0.7 -0.6 -0.1
H -0.597 -2.354 0.990 0.6 0.6 -0.8
H 0.244 -1.484 -0.407 0.2 -0.6 0.3
H 1.312 2.202 0.585 -0.5 -0.7 -0.2
H 1.145 0.968 -0.858 0.9 0.0 0.8
H 0.476 2.532 -1.036 0.3 -1.4 2.0
H -1.678 0.894 -2.437 -1.3 1.9 -2.8
```
Positions in Å, forces in eV/Å.

Results of the Löwdin charge analysis, in e, for atoms 1 through 5: number 1, C, carries -0.063; number 2, C, carries -0.319; number 3, O, carries -0.236; number 4, P, carries 0.597; number 5, C, carries -0.165

Molecular formula: C6H8N2OS
Method: DFT, ωB97M-V/def2-TZVPD

Results
2S+1 = 1
E_LUMO (alpha / beta) = -0.603 / -0.156 eV
energy relative to the best compared isomer or geometry (same formula, charge and spin) = 678.54 kJ/mol
total charge = 0

XYZ file:
```
18
Properties=species:S:1:pos:R:3:forces:R:3
C -1.237 -1.836 1.836 -1.5 1.6 -1.8
C -1.728 -1.056 0.894 2.2 0.8 0.9
C -0.121 -1.468 2.612 -0.3 2.0 -0.5
C 0.349 -0.025 -0.820 0.3 -0.4 0.4
C 0.642 1.018 0.349 -0.1 1.3 -2.1
C -1.117 -0.006 -1.215 -1.4 -1.1 -0.4
N 0.397 -0.287 2.337 2.2 2.1 -1.7
N -0.101 0.712 1.546 -2.0 -1.1 -0.3
O -2.109 -0.458 -0.111 -0.9 -0.3 -0.1
S 0.552 -2.375 3.709 1.4 -2.8 2.7
H -1.540 -2.781 2.109 -1.3 -2.1 0.0
H 0.952 0.195 -1.734 -0.5 0.0 0.6
H 0.629 -1.046 -0.507 0.0 0.3 -0.1
H 1.722 1.303 0.405 -0.2 -1.1 0.5
H 0.313 2.035 -0.112 -0.2 -1.5 1.1
H -1.460 1.010 -1.256 -0.1 0.5 -0.7
H -1.611 -0.684 -2.016 1.8 1.4 0.8
H 1.399 -0.325 2.386 0.6 0.3 0.6
```
Positions in Å, forces in eV/Å.

Results of the Löwdin charge analysis, in e, for atoms 1 through 5: number 1, C, carries -0.078; number 2, C, carries -0.018; number 3, C, carries -0.972; number 4, C, carries -0.160; number 5, C, carries -0.249

Molecular formula: C24H48Cl2P2SSn
Method: DFT, ωB97M-V/def2-TZVPD

Results
2S+1 = 1
E_LUMO = -0.754 eV
total charge = 0

XYZ file:
```
78
Properties=species:S:1:pos:R:3:forces:R:3
Sn -0.636 0.052 -0.063 0.8 0.7 -0.2
Cl 0.339 0.246 -2.478 -0.2 -0.4 0.2
P -0.824 -2.553 -0.778 -0.9 -0.1 0.3
C 0.383 -3.413 -1.918 0.0 0.3 -0.1
C -1.067 -3.619 0.713 0.3 -0.3 -0.3
C -2.437 -2.671 -1.720 0.5 0.1 -0.1
C 1.789 -2.818 -1.882 0.3 0.1 -0.2
H -0.053 -3.193 -2.911 0.1 -0.1 0.3
C 0.482 -4.928 -1.743 0.0 -0.4 0.1
H 0.973 -5.199 -0.798 -0.2 0.1 -0.2
H 1.120 -5.317 -2.550 -0.1 0.1 0.2
H -0.472 -5.459 -1.805 0.1 0.1 0.1
H 1.783 -1.791 -2.257 0.1 -0.2 0.2
H 2.434 -3.423 -2.537 -0.1 0.2 0.1
H 2.223 -2.825 -0.877 -0.1 0.0 -0.2
H -2.190 -2.096 -2.632 -0.1 -0.2 0.3
C -3.634 -1.996 -1.020 -0.2 0.2 -0.2
C -2.774 -4.111 -2.133 -0.2 0.0 -0.1
H -2.058 -4.522 -2.855 -0.2 0.1 0.2
H -3.765 -4.116 -2.608 0.2 0.0 0.1
H -2.829 -4.789 -1.266 0.0 0.2 -0.2
H -3.351 -1.288 -0.229 -0.1 -0.2 -0.2
H -4.308 -2.749 -0.586 0.2 0.3 -0.1
H -4.202 -1.430 -1.774 0.1 -0.2 0.3
C 0.149 -3.563 1.643 0.1 -0.1 0.3
H -1.149 -4.632 0.283 0.0 0.2 0.3
C -2.341 -3.302 1.495 -0.2 0.2 0.1
H 1.086 -3.872 1.162 -0.2 0.1 0.0
H -0.043 -4.238 2.489 0.1 0.1 -0.2
H 0.303 -2.561 2.064 -0.1 -0.2 -0.2
H -2.402 -2.233 1.753 0.0 -0.4 -0.1
H -2.316 -3.853 2.443 0.0 0.0 -0.2
H -3.253 -3.601 0.964 0.3 0.1 0.2
Cl -1.540 0.198 2.297 0.2 -0.1 -0.6
H -2.167 0.679 -0.647 0.4 -0.6 0.2
P 0.018 2.820 -0.812 0.1 -0.4 1.1
C -0.909 3.579 -2.249 0.4 -0.3 0.0
C -0.441 3.847 0.653 0.2 0.5 -0.6
C 1.813 3.119 -1.220 -0.5 -0.1 -0.3
C -2.258 2.900 -2.497 -0.1 0.0 -0.2
H -0.242 3.338 -3.097 -0.2 0.1 0.2
C -1.091 5.096 -2.176 -0.1 0.2 -0.1
H -1.857 5.379 -1.443 0.2 -0.1 -0.1
H -1.444 5.439 -3.158 0.0 0.0 0.2
H -0.175 5.648 -1.947 -0.2 -0.1 0.0
H -2.125 1.851 -2.778 0.0 0.1 0.1
H -2.758 3.416 -3.328 0.0 -0.1 0.2
H -2.913 2.958 -1.621 0.1 0.0 -0.2
H 1.888 2.507 -2.136 0.1 0.3 0.2
C 2.792 2.537 -0.187 0.1 -0.3 0.2
C 2.143 4.569 -1.566 0.3 0.2 -0.1
H 1.638 4.911 -2.476 0.1 -0.1 0.2
H 3.227 4.652 -1.739 -0.3 0.0 0.0
H 1.899 5.258 -0.745 0.0 -0.2 -0.1
H 2.298 1.970 0.612 0.2 0.3 -0.3
H 3.413 3.322 0.270 -0.2 -0.2 -0.1
H 3.453 1.815 -0.685 -0.1 0.2 0.2
C -1.931 3.665 0.975 0.0 0.0 0.1
H -0.251 4.883 0.323 -0.1 -0.1 0.4
C 0.430 3.522 1.866 0.0 0.0 0.2
H -2.586 4.150 0.241 0.2 -0.2 0.1
H -2.128 4.123 1.952 -0.1 0.0 -0.1
H -2.197 2.601 1.064 0.0 0.3 -0.1
H 0.334 2.466 2.160 0.1 0.2 -0.1
H 0.075 4.119 2.715 0.1 -0.1 -0.1
H 1.489 3.750 1.697 -0.3 0.0 0.1
S 1.866 -0.580 0.807 -0.8 -0.1 -2.5
C 2.432 -0.707 2.413 0.1 0.1 2.2
C 3.595 -1.481 2.699 -0.9 0.4 -0.4
C 4.073 -1.562 4.000 -0.2 0.3 0.2
C 3.449 -0.836 5.025 0.0 0.1 -0.1
C 2.328 -0.041 4.750 0.2 -0.3 0.0
C 1.795 -0.011 3.463 0.5 -0.3 -0.1
H 4.083 -2.000 1.875 -0.1 0.0 0.2
H 4.941 -2.186 4.226 -0.2 0.2 -0.1
H 3.840 -0.888 6.043 -0.1 0.0 -0.3
H 1.871 0.549 5.552 0.1 -0.3 -0.3
H 0.874 0.521 3.242 0.2 0.1 0.1
```
Positions in Å, forces in eV/Å.

Results of the Löwdin charge analysis, in e, for atoms 1 through 5: number 1, Sn, carries 0.333; number 2, Cl, carries -0.023; number 3, P, carries 0.970; number 4, C, carries -0.518; number 5, C, carries -0.539

What did the first record say?
Molecular formula: C3H8IN3
Method: DFT, ωB97M-V/def2-TZVPD

Results
2S+1 = 1
E_LUMO (alpha / beta) = -0.154 / -0.152 eV
energy relative to the best compared isomer or geometry (same formula, charge and spin) = 156.52 kJ/mol
SMILES = [H]/N=N\I.C/C=N/C
total charge = 0

XYZ file:
```
15
Properties=species:S:1:pos:R:3:forces:R:3
H -2.556 -0.213 -2.525 -0.4 -0.4 1.2
N -2.046 -0.981 -2.044 0.6 0.2 -3.2
N -1.797 -1.252 -0.946 -0.5 -1.3 0.2
I -3.117 -0.461 0.591 -1.2 0.7 1.2
C 0.455 -1.609 1.097 -0.5 -1.6 0.6
C 0.368 -0.168 0.705 0.0 -0.4 -0.9
N -0.181 0.169 -0.398 2.6 0.5 1.8
C -0.261 1.562 -0.854 0.3 -2.3 0.0
H 0.899 -1.947 2.127 -0.8 1.3 -1.9
H 0.970 -2.196 0.308 -0.4 0.3 0.4
H -0.627 -1.873 1.087 0.8 -0.6 0.2
H 0.743 0.455 1.480 0.4 1.5 0.3
H -1.303 1.696 -0.851 -1.5 1.1 0.1
H 0.298 2.285 -0.298 0.3 0.5 0.4
H 0.033 1.502 -1.889 0.4 0.5 -0.4
```
Positions in Å, forces in eV/Å.

Results of the Löwdin charge analysis, in e, for atoms 1 through 5: number 1, H, carries 0.100; number 2, N, carries -0.050; number 3, N, carries -0.414; number 4, I, carries 0.516; number 5, C, carries -0.109

- What is the formula in the first record?
  C3H8IN3